# 1
Computed, not measured: 12 unconnected molecules or ions with the total composition C30H84O12 at a distorted geometry, with ωB97M-V with the def2-TZVPD basis set.

XYZ file:
```
126
Properties=species:S:1:pos:R:3
C -4.00399 2.58980 -0.29340
O -4.09255 1.72184 0.79443
H -5.01849 2.90842 -0.53293
H -3.28818 3.36923 -0.03224
H -3.56194 2.12271 -1.17347
H -4.47700 2.23990 1.50535
C -0.86752 5.31153 -1.37615
O -1.67651 5.82658 -0.33549
H -0.86543 5.98391 -2.23406
H 0.18488 5.15920 -1.13665
H -1.12056 4.26261 -1.53053
H -2.56992 5.89546 -0.67998
C -4.26418 -2.20305 -1.87572
O -2.87540 -2.09058 -1.98006
H -4.57151 -3.00819 -2.54309
H -4.59360 -2.36058 -0.84871
H -4.75914 -1.30811 -2.25281
H -2.55477 -1.53210 -1.26809
C -0.32456 4.69440 3.07357
C 0.35077 5.99953 2.58343
C -0.06107 7.25891 3.28470
O 1.78171 5.93064 2.88549
H -0.08870 4.68847 4.13773
H 0.03541 3.77993 2.60212
H -1.40083 4.81730 2.95260
H 0.22353 6.12106 1.50772
H -1.12582 7.39197 3.09313
H 0.44195 8.12864 2.86203
H 0.18274 7.21551 4.34619
H 2.07541 6.84461 2.88272
C 2.83666 3.00665 -0.31850
C 3.97327 2.49869 0.61285
C 3.49420 1.70527 1.86683
O 4.71697 1.54303 -0.11612
H 2.49136 3.96184 0.07707
H 2.04057 2.26432 -0.26120
H 3.17805 3.13742 -1.34537
H 4.59674 3.36837 0.82030
H 2.84104 2.29082 2.51383
H 4.34367 1.37988 2.46734
H 3.04070 0.74817 1.60915
H 5.44421 1.29540 0.45955
C 4.03006 -1.35511 -4.17307
C 3.67692 -0.37933 -3.05144
C 3.32541 -0.92138 -1.69246
O 4.89983 0.28689 -2.72956
H 3.08255 -1.83056 -4.42660
H 4.70794 -2.14078 -3.83943
H 4.50325 -0.85744 -5.01955
H 2.95332 0.38602 -3.33206
H 3.17521 -0.16295 -0.92413
H 4.08927 -1.61651 -1.34401
H 2.42205 -1.52961 -1.73821
H 4.67813 0.82804 -1.96824
C -0.37132 -5.09623 -4.76433
C -0.80436 -3.98180 -3.72413
C 0.25847 -2.94083 -3.52706
O -1.88494 -3.23927 -4.16206
H -1.25932 -5.54867 -5.20575
H 0.18365 -5.92217 -4.31944
H 0.23554 -4.77251 -5.60992
H -0.95183 -4.47453 -2.76311
H 0.55478 -2.47224 -4.46554
H 1.19824 -3.39682 -3.21559
H -0.03126 -2.22984 -2.75334
H -2.32915 -2.85847 -3.40096
C 4.94307 -2.32053 1.39220
C 3.72754 -3.17490 1.48646
C 3.89539 -4.31450 2.44791
O 2.73083 -2.30171 1.89167
H 4.91083 -1.47615 0.70367
H 5.78014 -2.98070 1.16507
H 5.11527 -1.87820 2.37342
H 3.41113 -3.57286 0.52230
H 4.72418 -4.92288 2.08587
H 3.00277 -4.94006 2.45131
H 4.06573 -4.02060 3.48362
H 2.85427 -1.95848 2.77968
C 0.22722 -4.49467 -0.36801
C -0.37154 -5.26046 0.82720
C -1.23389 -4.33545 1.69043
O -1.12861 -6.28866 0.29642
H -0.63344 -3.98385 -0.79979
H 0.69514 -5.16273 -1.09110
H 0.97723 -3.77371 -0.04273
H 0.42828 -5.69730 1.42515
H -2.09838 -3.87024 1.21678
H -0.65142 -3.47503 2.01985
H -1.50380 -4.86217 2.60575
H -1.37898 -6.93499 0.96063
C -4.07568 -0.03080 6.60469
C -4.51307 0.15641 5.13533
C -3.46584 -0.45870 4.26525
O -5.74580 -0.59840 5.04492
H -4.01032 -1.07157 6.92191
H -4.80013 0.32119 7.33912
H -3.09850 0.42783 6.75590
H -4.69703 1.17862 4.80467
H -3.28067 -1.50863 4.49213
H -2.49357 0.01890 4.38646
H -3.67134 -0.44894 3.19484
H -6.52676 -0.05091 5.15429
C -0.07332 1.95810 -3.14700
C -1.02745 1.58917 -4.25318
C -1.84685 0.34219 -4.05745
O -1.95026 2.61187 -4.43583
H 0.55856 1.08435 -2.98769
H -0.59261 2.11920 -2.20229
H 0.59672 2.78154 -3.39415
H -0.40847 1.41138 -5.13259
H -2.67485 0.23111 -4.75758
H -2.27021 0.40317 -3.05488
H -1.15695 -0.50090 -4.09402
H -2.29438 2.51070 -5.32630
C -0.00762 -0.63753 -0.20161
C -1.07394 -0.10953 0.75394
C -0.75017 1.29420 1.22087
O -2.30988 -0.10001 0.01916
H 0.12656 -0.12168 -1.15240
H -0.22496 -1.67277 -0.46455
H 0.92493 -0.68468 0.36074
H -1.19149 -0.74581 1.63111
H -0.79758 2.00750 0.39804
H 0.26671 1.45944 1.57687
H -1.42273 1.61774 2.01527
H -2.96434 0.48421 0.40901
```

Values from the calculation:
- 2S+1 = 1
- electronic energy (Ha) = -2096.15007

---

# 2
Computed, not measured: 11 unconnected molecules or ions with the total composition C30H86N4O14 at a distorted geometry, with ωB97M-V with the def2-TZVPD basis set.

XYZ file:
```
134
Properties=species:S:1:pos:R:3
C -4.27137 1.73941 1.80245
C -3.62767 0.51581 2.43357
O -2.31644 0.83938 2.92157
H -4.33817 2.52230 2.58447
H -5.21953 1.54994 1.26826
H -3.71605 2.21738 0.94496
H -3.49021 -0.26278 1.67169
H -4.19602 0.26665 3.28487
H -1.84123 0.86900 2.05844
C 3.64314 -2.95764 -4.76238
C 3.78532 -3.54917 -3.39698
O 2.94172 -2.88582 -2.55104
H 4.37213 -3.33977 -5.49750
H 3.77979 -1.87947 -4.56747
H 2.64627 -3.05312 -5.12385
H 4.83641 -3.26725 -3.12189
H 3.73179 -4.60780 -3.38713
H 2.72771 -3.43953 -1.80677
C -1.69680 4.44714 -0.42248
C -0.71050 3.40358 -0.81593
O -1.43123 2.26453 -1.37792
H -2.46861 4.65292 -1.17332
H -1.15420 5.37654 -0.21343
H -2.25268 4.17184 0.46791
H -0.14372 3.06699 0.03003
H -0.04246 3.75283 -1.62644
H -0.82628 1.84681 -2.02084
C 3.02291 4.79775 1.37993
C 2.73978 3.67872 2.35708
O 1.97342 2.59364 1.79570
H 3.42092 5.63341 1.97858
H 2.05616 5.07174 0.90432
H 3.66594 4.49365 0.59585
H 2.24128 4.00887 3.25566
H 3.70839 3.26050 2.70699
H 1.19407 2.48786 2.36414
C -0.50000 -4.73798 -3.47028
C -1.71970 -5.20814 -2.64663
C -1.46402 -4.85387 -1.18967
O -2.44449 -5.39669 -0.27345
C -2.04230 -4.99754 1.08396
N -2.90242 -4.61934 -3.27765
H -0.80810 -4.98059 -4.52574
H 0.33384 -5.24104 -3.11789
H -0.43057 -3.59702 -3.30348
H -1.91040 -6.29226 -2.70862
H -1.52317 -3.76785 -1.01716
H -0.49925 -5.23955 -0.81061
H -0.95888 -5.21025 1.19623
H -2.55023 -5.60910 1.81561
H -2.27514 -3.91279 1.22110
H -2.75361 -3.66220 -3.55779
H -3.67258 -4.68224 -2.60557
C 3.82540 -2.76894 2.36901
C 3.29204 -1.36008 2.35309
C 2.38882 -1.12131 3.51912
O 1.21180 -1.85501 3.38689
C 0.30712 -1.50359 4.45127
N 4.39622 -0.48081 2.37980
H 2.97491 -3.48238 2.06562
H 4.18825 -2.95065 3.33549
H 4.60225 -2.84013 1.62837
H 2.75508 -1.15773 1.43475
H 2.13023 -0.04643 3.58154
H 2.88093 -1.34017 4.46958
H -0.69251 -1.84903 4.15414
H 0.22447 -0.41789 4.58955
H 0.58568 -1.93046 5.42354
H 5.01285 -0.60103 1.59712
H 4.04605 0.50821 2.35029
C -3.46549 -1.42534 -1.06423
C -3.62210 -1.07875 -2.51558
C -3.97081 0.41474 -2.65164
O -3.87720 1.06250 -3.91012
C -4.97562 0.67917 -4.74824
N -2.44525 -1.44389 -3.34582
H -2.70985 -0.82609 -0.50776
H -3.27331 -2.48455 -0.87418
H -4.42129 -1.16202 -0.61115
H -4.38739 -1.69083 -2.98500
H -3.29718 0.87786 -1.96835
H -4.95974 0.56521 -2.22969
H -5.12909 -0.43541 -4.85321
H -4.81902 1.08109 -5.75119
H -5.91533 1.06336 -4.30382
H -1.66224 -1.06102 -2.89656
H -2.38045 -0.98229 -4.26886
C -1.31294 2.82320 6.21369
C -0.17492 3.12847 5.20964
C 1.21481 2.84743 5.81518
O 1.28931 1.47489 6.08379
C 2.49398 0.94983 6.62699
N -0.20501 2.50447 3.89195
H -1.53940 1.76450 6.40294
H -2.23562 3.32764 5.96933
H -0.95937 3.14629 7.17685
H -0.22355 4.17395 5.06758
H 1.39770 3.39660 6.80362
H 2.03095 3.22999 5.23533
H 2.55182 1.25905 7.71228
H 3.31634 1.17221 5.99037
H 2.36217 -0.14783 6.63593
H -1.06458 2.83600 3.50081
H -0.26623 1.51595 4.05401
C 3.84759 0.72590 -1.01914
C 2.82077 1.26433 -1.89321
O 2.64164 0.42585 -3.03153
O 4.12881 1.59432 0.07302
H 4.77530 0.54671 -1.64608
H 3.45691 -0.22633 -0.60308
H 3.18924 2.28490 -2.27010
H 1.84359 1.34822 -1.38368
H 2.09785 0.95837 -3.62599
H 3.30910 1.69058 0.56879
C 0.26405 -1.21828 -0.44912
C 0.16455 -0.15242 0.62054
O -1.07766 0.48018 0.56402
O 0.24991 -0.64290 -1.74642
H -0.62160 -1.83086 -0.41848
H 1.14050 -1.86326 -0.23368
H 0.97637 0.60981 0.56204
H 0.12822 -0.68688 1.62033
H -1.20499 0.98467 -0.27869
H 1.13714 -0.61497 -2.17091
C -0.92320 1.52025 -5.82328
C -0.62789 1.67619 -4.36559
O 0.71024 2.19106 -4.19896
O -0.72019 2.76821 -6.55664
H -1.96643 1.22793 -6.06677
H -0.20624 0.78042 -6.13543
H -0.56475 0.69096 -3.89829
H -1.39492 2.30125 -3.83563
H 0.87065 3.05226 -4.63401
H -0.56124 2.47617 -7.47156
```

Values from the calculation:
- 2S+1 = 1
- electronic energy (Ha) = -2466.80650

---

# 3
Computed, not measured: 13 unconnected molecules or ions with the total composition C30H86O12 at a distorted geometry, with ωB97M-V with the def2-TZVPD basis set.

XYZ file:
```
128
Properties=species:S:1:pos:R:3
C 87.86214 -169.23869 96.38509
C 86.97213 -167.97438 96.36476
C 85.55430 -168.19120 96.80576
C 85.42144 -168.61245 98.35133
C 84.05222 -168.89194 98.91800
C 83.90583 -169.25393 100.45206
H 88.87870 -168.96542 95.89162
H 87.31725 -169.90441 95.85983
H 88.04327 -169.57068 97.31293
H 86.68289 -167.43280 95.34967
H 87.43659 -167.10100 97.01285
H 85.04565 -169.07513 96.22000
H 84.71150 -167.22839 96.67427
H 85.80733 -167.76073 98.87316
H 85.90472 -169.53180 98.48664
H 83.39875 -169.47602 98.34367
H 83.55667 -168.07690 99.00083
H 82.82987 -169.52730 100.81098
H 84.09205 -168.48345 101.11131
H 84.65392 -169.85297 100.89264
C 78.70925 -171.14780 94.90214
C 77.98520 -171.35419 96.24018
O 76.54081 -171.49438 96.11086
H 78.59202 -169.96956 94.49131
H 78.18869 -171.59638 94.23497
H 79.73175 -171.15542 95.19070
H 78.14506 -170.45038 97.11205
H 78.11482 -172.27787 96.65448
H 76.14444 -171.70793 96.99601
C 82.79169 -168.32172 93.66206
C 82.02495 -168.78651 94.83740
O 82.42849 -169.98321 95.41345
H 83.08474 -169.28376 93.16379
H 83.58563 -167.91467 93.97791
H 82.12787 -167.69510 93.08802
H 81.00357 -169.27963 94.82904
H 81.93086 -167.85418 95.55890
H 81.81337 -170.30704 96.12184
C 79.81291 -170.61755 101.81173
C 78.51219 -170.07775 102.35672
O 78.15405 -169.09223 101.46444
H 80.59386 -169.77445 101.72119
H 79.67271 -171.26812 100.89897
H 80.40580 -171.41085 102.48779
H 78.40771 -169.65239 103.11575
H 77.97696 -170.88789 102.62234
H 77.28564 -168.87292 101.88555
C 86.29366 -172.54528 99.06448
C 86.11228 -173.18539 97.70662
O 85.31120 -174.37684 97.81264
H 86.76234 -171.50894 98.74202
H 86.75044 -173.22422 99.79540
H 85.45345 -172.29427 99.58946
H 87.11907 -173.47815 97.21831
H 85.68849 -172.56819 97.08227
H 84.90820 -174.58953 96.88286
C 84.11215 -177.05922 95.47808
C 83.70074 -175.86868 94.66019
O 84.11328 -174.68109 95.34893
H 83.81495 -176.93750 96.50960
H 85.18804 -177.35919 95.45747
H 83.75370 -178.08722 95.28099
H 82.65601 -175.76068 94.57900
H 83.97005 -175.82132 93.68324
H 83.51534 -174.14465 94.77068
C 84.32410 -176.37413 102.14749
C 85.00430 -175.66378 100.93656
O 84.08098 -174.75576 100.46871
H 84.07499 -175.61123 102.87214
H 84.85133 -177.16538 102.42661
H 83.45224 -177.07784 101.83767
H 85.19368 -176.51581 100.34144
H 86.02386 -175.15476 101.24821
H 84.57392 -174.41538 99.74313
C 82.23998 -172.33816 97.49017
C 81.24530 -171.45934 98.25955
O 80.94273 -170.41518 97.46503
H 83.12259 -171.70790 97.08103
H 81.95142 -172.82015 96.51007
H 82.45930 -173.24712 98.10638
H 81.50286 -170.94713 99.29355
H 80.42592 -172.19379 98.40649
H 80.07686 -169.80727 97.98096
C 79.39321 -174.78688 95.71404
C 78.73351 -176.07190 96.32090
O 77.89745 -175.92980 97.48653
H 79.81528 -174.31428 96.44262
H 78.71858 -174.16023 95.40602
H 80.04145 -174.92727 95.01140
H 79.55509 -176.92054 96.44235
H 78.31042 -176.07442 95.52572
H 77.08510 -175.47003 97.17549
C 85.19926 -171.90885 93.75887
C 83.90170 -172.26847 93.07346
O 82.89617 -172.38924 93.98313
H 85.41830 -171.13846 94.30004
H 85.87033 -171.54748 92.92499
H 85.70172 -172.79962 94.15817
H 83.97324 -173.14816 92.67030
H 83.68680 -171.65261 92.26258
H 82.88004 -171.48786 94.13960
C 80.34747 -176.72159 99.89191
C 80.80120 -175.36598 99.41566
O 79.60570 -174.52673 99.55548
H 79.70071 -177.08450 99.13182
H 79.91630 -176.58878 100.98955
H 81.28605 -177.55259 99.92283
H 81.33842 -175.53905 98.45848
H 81.51322 -174.92464 100.12376
H 79.04476 -174.82890 98.80382
C 76.94999 -172.62375 99.71478
C 75.76158 -171.81803 99.65411
O 74.97727 -171.98989 98.40399
H 76.92513 -173.82101 99.72598
H 77.60970 -172.54450 100.62804
H 77.68786 -172.20612 98.98717
H 75.89411 -170.76598 99.79931
H 74.92758 -172.03057 100.48246
H 74.14542 -171.46614 98.53735
C 80.40781 -167.19310 97.75796
C 79.49244 -167.19415 98.96906
O 79.29090 -168.61214 99.09077
H 80.90934 -166.38279 97.30127
H 80.13363 -167.58536 96.82059
H 81.37925 -167.70947 98.21598
H 78.72330 -166.47714 98.81031
H 79.90057 -166.70034 99.89294
H 78.88013 -168.86558 99.91484
```

Values from the calculation:
- 2S+1 = 1
- electronic energy (Ha) = -2096.66636